Entry 1:
69
Properties=species:S:1:pos:R:3:forces:R:3:lowdin_charge:R:1 method="wB97M-V/def2-TZVPD" gap_ev=5.39 molar_mass_da=737.45 total_charge=-1 de_lowest_kcal_mol=1.2 e_homo_ev=-3.61 spin_multiplicity=1
Cs 1.104428 0.108734 -0.300641 -0.8982 0.0263 0.0311 1.05
Br 7.382473 -5.244480 -0.363566 -0.0429 0.0395 0.0004 0.69
Br 6.575183 0.351379 -0.301331 0.0488 -0.0398 -0.0021 0.69
Si -2.366487 -1.202373 1.713232 -0.1221 -0.0604 0.0931 0.31
Si -3.479933 -0.637769 -1.275494 -0.0708 0.1230 -0.1065 0.32
O 3.610148 -0.525991 -0.538603 1.1396 0.0625 -0.0472 -0.40
N -0.342203 4.463818 0.102448 -0.0491 -0.0575 0.0453 0.12
N -1.044701 2.227307 0.232132 0.3060 0.0641 0.0970 0.09
N 1.701669 5.541412 0.142338 -0.0373 0.0645 0.0286 -0.17
N 2.573017 -2.978229 -0.608287 -0.2153 -0.1435 -0.0453 0.14
N 1.612430 3.218559 -0.277750 -0.1594 0.4013 -0.0205 0.08
N -2.589890 4.049021 0.232781 0.0217 -0.0621 0.0266 0.12
C -3.861490 -2.189126 2.363780 -0.0621 0.0507 0.0110 -0.21
C 6.166004 -3.769578 -0.408090 0.1644 -0.1120 -0.0004 -0.65
C 5.823296 -1.394209 -0.386126 -0.2093 0.1094 -0.0568 -0.62
C 2.011055 -4.167123 -0.649902 0.0822 0.1224 0.0113 -0.33
C -2.552329 0.419018 2.693212 -0.1324 -0.0261 0.0430 -0.20
C -0.877556 -2.098717 2.481207 0.0847 0.0412 -0.1459 -0.20
C 4.147398 -5.257794 -0.526027 -0.0385 -0.0764 -0.0083 -0.04
C -4.316404 1.058610 -1.014036 0.0227 -0.0090 0.0331 -0.20
C 6.672248 -2.501409 -0.356176 -0.0141 0.0024 0.0095 -0.20
C 2.784499 -5.343063 -0.603454 0.0350 -0.0839 -0.0090 -0.03
C 4.772251 -3.996865 -0.492100 -0.1558 0.2612 0.0063 -0.21
C 0.511350 -4.220137 -0.761464 0.0737 -0.0140 0.0070 -0.03
C 1.036628 4.333674 -0.021298 0.1193 -0.0797 -0.0074 -0.44
C -4.963648 -1.817608 -1.438358 0.1086 -0.1898 0.1323 -0.21
C 1.007085 6.794392 0.357782 0.0149 -0.0603 -0.0100 -0.07
C 4.420309 -1.484347 -0.490952 0.0155 -0.1834 0.0121 -0.48
C 3.914907 -2.865926 -0.534675 0.0781 -0.0594 0.0392 -0.13
C -1.314167 3.451159 0.171404 -0.2010 -0.0063 -0.0504 -0.51
C -2.743055 -0.555965 -3.022597 -0.0822 0.0195 -0.0227 -0.20
C -2.222830 -1.023922 -0.066582 0.1111 -0.0560 0.0548 -0.43
C 3.146284 5.532005 0.063942 0.0358 0.0313 -0.0062 -0.07
H -4.788975 -1.672156 2.090895 0.0081 -0.0500 0.0180 0.01
H 7.740749 -2.347706 -0.291572 0.0054 0.0050 0.0102 0.09
H -0.682284 5.332095 0.473166 0.0295 0.0027 -0.0107 0.10
H -1.679291 1.072195 2.649084 0.0502 -0.0139 -0.0619 0.01
H 1.733524 7.601557 0.378116 0.0110 0.0017 -0.0180 0.08
H -1.522462 -1.761264 -0.483129 0.0017 0.0321 0.0158 -0.06
H -1.972015 0.216909 -3.090249 -0.0048 -0.0103 0.0247 0.02
H -5.494875 -1.872421 -0.482515 -0.0051 -0.0278 -0.0283 0.01
H -3.907539 -3.192793 1.932911 0.0286 0.0229 -0.0333 0.02
H 3.519182 6.537984 0.239239 -0.0203 -0.0021 0.0133 0.08
H 0.297347 7.012108 -0.445540 -0.0102 0.0241 -0.0016 0.09
H 0.044451 -3.641333 0.035087 -0.0059 0.0085 0.0240 0.05
H 0.086194 -1.686774 2.163233 -0.0395 -0.0132 0.0173 -0.01
H 3.587859 4.874764 0.818110 -0.0051 -0.0181 -0.0149 0.10
H -3.842136 -2.284783 3.454785 -0.0175 0.0015 0.0010 0.01
H 0.187501 -3.780362 -1.706560 -0.0090 -0.0190 -0.0063 0.08
H 3.502334 5.213397 -0.921000 -0.0023 -0.0128 0.0057 0.09
H -4.591613 1.217412 0.035481 0.0415 0.0023 -0.0237 0.02
H -3.632867 1.852030 -1.331054 -0.0197 0.0403 0.0234 0.00
H 4.755683 -6.152242 -0.487976 -0.0048 -0.0012 -0.0022 0.07
H 2.607184 3.379854 -0.381236 0.0663 -0.2268 -0.0053 0.03
H -3.416119 0.989594 2.330255 0.0406 0.0054 0.0018 0.01
H -4.576002 -2.820551 -1.648080 -0.0926 -0.0068 0.0104 0.02
H -2.283665 -1.510165 -3.298108 -0.0073 0.0114 0.0160 0.02
H -1.837437 1.586855 0.220472 -0.0663 -0.0016 -0.0363 0.00
H 2.292039 -6.307523 -0.627906 0.0184 -0.0019 -0.0045 0.10
H -2.747558 0.179405 3.744777 0.0160 0.0486 -0.0229 0.02
H -0.888539 -3.153489 2.190963 0.0133 -0.0012 0.0268 0.02
H -5.687016 -1.559357 -2.216699 0.0417 0.0821 -0.0411 0.01
H -3.514983 -0.330354 -3.766394 0.0380 -0.0171 -0.0072 0.02
H -0.904003 -2.053803 3.573278 -0.0436 -0.0082 0.0019 0.02
H -3.318984 3.349438 0.242788 -0.0332 -0.0171 -0.0113 0.06
H -5.229532 1.143618 -1.610637 0.0213 0.0171 -0.0045 0.02
H 0.474858 6.820817 1.315426 -0.0108 0.0072 0.0055 0.09
H 0.147573 -5.246494 -0.710628 -0.0322 0.0189 -0.0082 0.07
H -2.756527 4.719070 -0.505538 0.0267 0.0171 -0.0167 0.09

Entry 2:
77
Properties=species:S:1:pos:R:3:forces:R:3:lowdin_charge:R:1 method="wB97M-V/def2-TZVPD" gap_ev=8.62 molar_mass_da=789.33 e_homo_ev=-8.34 spin_multiplicity=1
Br -1.092451 1.575536 -4.595137 0.1738 0.1640 -0.1005 0.86
Br 0.129210 3.329233 0.101144 -0.0955 0.0480 -0.0474 0.91
S -1.166355 -0.340264 -2.350362 0.0434 -0.2596 -0.6124 0.55
P -3.667073 1.651735 -1.881965 0.0456 -0.5098 0.6280 0.94
P -0.888136 0.210240 1.880666 -2.6215 0.5071 0.8057 0.95
F 3.739992 -1.539418 5.677303 -0.0035 -0.1325 0.0106 0.17
F 2.422575 -1.986811 4.016696 -0.0769 -0.0791 -0.0408 0.15
F 1.803782 -0.605869 5.553667 -0.1768 -0.0363 0.0748 0.17
O 1.108537 -2.733834 7.060119 -0.0207 0.0250 0.0162 0.18
O 0.390309 1.013803 2.513944 0.7656 -0.6085 -0.5232 -0.26
O -3.539296 -0.709726 1.127177 0.5480 0.4792 -0.3726 0.05
O -1.418765 -0.378387 -0.775040 -0.0750 0.2254 -0.1047 -0.23
O -0.639714 -1.387356 2.049266 0.6221 0.0780 -0.1419 -0.24
O -2.391815 -0.783309 -2.938245 -0.1391 0.0554 0.1580 -0.30
O 2.349778 -4.048447 5.703582 0.0154 0.0228 0.0023 0.04
O 0.025063 -1.029011 -2.720180 0.1441 0.0779 0.2098 -0.24
O -3.957925 1.672740 -3.493064 -0.0250 0.2117 -0.1063 -0.31
O -5.327930 0.356880 0.300436 0.2879 -0.0964 0.2036 0.06
O 4.483138 -1.351760 -2.991027 0.1472 -0.0275 0.0057 -0.17
N -4.542054 3.015458 -1.346679 -0.1859 -0.3732 -0.3852 -0.10
C 0.531787 -5.667560 5.928572 -0.0517 0.1836 -0.1134 -0.06
C 1.376918 -0.985977 -0.143396 0.0457 0.0864 0.1348 -0.19
C 2.461416 -1.738976 5.334572 0.2193 0.2691 -0.1074 -0.54
C -1.731081 3.771471 -2.152096 -1.0528 -0.2726 -0.2617 -0.26
C 1.865085 -2.904861 6.152062 0.0056 -0.0188 -0.0068 -0.41
C -0.940947 1.433342 -2.672128 -0.3788 -0.0149 0.4973 -0.69
C -3.673148 1.718419 1.334507 -0.1100 -0.0918 0.5211 -0.12
C 3.274175 -2.328252 -4.806418 -0.0211 -0.0982 0.0091 -0.07
C -0.687746 0.610453 -0.009146 1.4992 -0.1042 0.6094 -0.50
C -1.858125 2.275147 -1.757561 -0.1691 0.1852 -0.4777 -0.53
C 0.838856 0.458638 -0.265353 0.2795 -0.4541 -0.1438 -0.25
C 2.633016 -1.239167 -0.990377 -0.0861 -0.1334 0.2517 -0.18
C -3.186037 5.505996 -3.157757 -0.0841 0.1606 0.0024 0.00
C -1.369964 2.015157 -0.257913 0.3518 0.2732 -0.2789 -0.57
C 4.692132 -0.221460 -2.163770 -0.1792 -0.0561 -0.0442 -0.20
C 3.671582 -0.118227 -0.995254 0.3760 -0.0091 -0.1480 -0.15
C -2.624994 4.308684 -3.249915 -0.0782 -0.2043 -0.0085 -0.23
C 1.905298 -5.241298 6.393489 -0.0321 -0.3115 0.1354 -0.19
C -2.423002 2.483655 0.793721 0.1214 0.1333 0.0093 -0.26
C 3.843595 -1.059172 -4.213395 -0.2849 0.0653 -0.3134 -0.30
C -4.243433 0.409822 0.827719 -0.6484 0.0192 -0.1252 -0.57
H 0.256641 -6.607631 6.405431 0.0164 -0.0106 0.0015 0.08
H 4.630900 0.683093 -2.776597 0.1283 0.0250 0.0276 0.11
H 1.388635 1.022133 0.481394 -0.1951 0.2851 -0.0923 0.06
H 0.189962 -1.631821 2.481060 0.1165 -0.0109 -0.2391 0.05
H -3.484218 1.570667 2.400689 0.0509 -0.2160 -0.0551 0.11
H 2.325351 -1.518580 -1.994699 0.0193 0.2473 -0.0736 0.09
H 3.222275 0.874872 -1.039348 -0.1233 -0.0604 0.0288 0.10
H -0.218193 -4.919572 6.182024 0.0046 -0.0190 0.0631 0.08
H -0.719339 3.978902 -2.508649 0.1082 0.0073 0.2848 0.10
H -3.599954 -1.315729 0.374679 -0.3779 -0.1780 0.1346 0.13
H 5.708863 -0.296531 -1.776857 0.0012 0.0128 0.0137 0.12
H 2.478638 -2.733549 -4.180417 0.0132 0.0313 0.0374 0.07
H 0.115354 1.350068 3.373021 0.0236 0.0561 0.0186 0.06
H -4.526828 2.391459 1.285364 0.1099 0.1156 -0.1562 0.11
H 0.079627 1.745595 -2.476096 0.1041 -0.3453 0.0275 0.06
H 0.625062 -1.720796 -0.420425 0.0056 -0.0237 0.0175 0.10
H 2.652558 -5.992942 6.151468 0.0490 0.0755 -0.0798 0.13
H 1.933768 -5.065591 7.467987 -0.0356 0.1263 -0.0202 0.13
H 0.521367 -5.806245 4.847355 0.0246 -0.0720 0.0103 0.08
H 4.544209 -0.597386 -4.923011 0.1280 -0.0181 0.1131 0.12
H -3.959969 0.762635 -3.818450 0.0876 -0.0016 0.0008 0.04
H -1.948631 4.394849 -1.286835 0.2782 -0.0172 0.0931 0.08
H -2.794478 3.733099 -4.150453 0.6936 0.1666 -0.2416 0.06
H 3.121331 -2.125550 -0.577563 -0.0414 -0.0929 -0.1600 0.12
H -4.856038 3.593492 -2.120414 0.1771 0.2446 0.1068 0.04
H -1.830580 2.759943 1.662287 -0.1182 -0.1612 0.1479 0.06
H 1.624393 -1.178927 0.903614 0.0241 0.0743 0.0081 0.09
H -2.802059 3.433569 0.418426 0.0347 -0.0558 -0.1476 0.09
H 2.855051 -2.121754 -5.792209 0.0018 0.0091 0.0014 0.08
H 4.240815 -0.153549 -0.062838 -0.1339 0.0616 0.0834 0.11
H 1.167109 0.844597 -1.229055 -0.1961 0.1086 -0.0269 0.08
H 4.044115 -3.092683 -4.914864 0.0481 0.0452 0.0081 0.08
H -5.363660 2.627152 -0.889314 -0.0196 0.1233 0.0617 0.04
H -3.458372 6.054506 -4.050450 -0.7041 -0.2181 0.0559 0.06
H -3.372206 5.972079 -2.195664 0.6142 0.3506 -0.0257 0.07
H 3.032251 -0.331139 -4.073058 -0.0130 -0.0440 0.1510 0.12